No. 1
{"formula": "C6H10O", "method": "ωB97M-V/def2-TZVPD", "species": ["C", "C", "C", "C", "C", "C", "O", "H", "H", "H", "H", "H", "H", "H", "H", "H", "H"], "xyz": [[-0.628, 1.015, -1.596], [-0.341, 0.472, -0.211], [0.466, 0.997, 1.026], [1.379, -0.250, 0.924], [0.436, -0.855, -0.128], [-0.909, -1.415, 0.346], [-1.543, -0.128, 0.321], [-1.120, 1.989, -1.638], [0.261, 1.020, -2.235], [-1.324, 0.277, -2.013], [0.956, 1.973, 1.049], [-0.210, 0.932, 1.883], [1.564, -0.828, 1.834], [2.343, -0.002, 0.470], [0.883, -1.305, -1.017], [-0.948, -1.868, 1.343], [-1.379, -2.078, -0.389]], "forces_ev_per_a": [[0.015, 0.110, 0.089], [-0.028, 0.108, -0.113], [-0.046, 0.222, -0.086], [0.096, -0.093, 0.035], [0.031, -0.185, -0.117], [0.016, -0.430, 0.122], [-0.263, -0.101, 0.002], [0.102, -0.005, 0.173], [0.002, 0.179, 0.206], [0.136, 0.219, -0.109], [-0.028, -0.067, -0.293], [0.110, 0.163, -0.133], [-0.068, 0.100, -0.077], [-0.112, -0.059, 0.064], [-0.078, -0.040, 0.162], [0.043, -0.041, -0.093], [0.074, -0.078, 0.170]], "lowdin_charge": [0.01, -0.45, -0.07, -0.12, -0.20, -0.13, -0.09, 0.08, 0.08, 0.09, 0.10, 0.11, 0.11, 0.11, 0.14, 0.12, 0.12], "e_tot_ha": -309.78375, "e_above_lowest_ev": 1.595, "orbital_gap_ev": 10.46}



No. 2
{"formula": "C6H10O", "method": "ωB97M-V/def2-TZVPD", "species": ["C", "C", "O", "C", "C", "C", "C", "H", "H", "H", "H", "H", "H", "H", "H", "H", "H"], "xyz": [[-2.288, -0.432, 0.046], [-0.849, -0.117, -0.242], [-0.531, 1.269, 0.137], [0.897, 1.507, 0.133], [1.284, 0.200, -0.359], [1.722, -1.089, 0.043], [0.352, -0.623, 0.468], [-2.782, -1.420, -0.273], [-2.864, 0.372, -0.335], [-2.481, -0.269, 1.115], [-0.748, -0.316, -1.327], [1.020, 2.183, -0.797], [1.363, 1.968, 1.032], [1.024, 0.098, -1.500], [1.973, -1.710, -0.635], [2.470, -1.339, 0.887], [0.440, -0.281, 1.606]], "forces_ev_per_a": [[-0.934, -0.558, 1.938], [0.004, -0.482, -0.400], [-2.396, 1.768, 0.043], [0.019, 2.237, -2.954], [1.643, 0.458, -2.650], [1.199, 1.216, 6.990], [0.675, -2.141, 2.091], [1.429, 1.399, 0.276], [-0.647, 0.686, -0.999], [0.089, -0.564, 0.091], [0.080, 0.310, 0.382], [0.184, -0.169, 1.852], [-0.777, -0.621, -0.334], [0.566, 0.524, 2.307], [0.983, -4.216, -5.220], [-1.509, 0.913, -0.832], [-0.608, -0.760, -2.582]], "lowdin_charge": [-0.04, -0.36, -0.13, -0.17, -0.30, -0.06, -0.16, 0.11, 0.06, 0.08, 0.14, 0.14, 0.14, 0.18, 0.03, 0.15, 0.19], "e_tot_ha": -309.65914, "e_above_lowest_ev": 4.986, "orbital_gap_ev": 10.07, "smiles": "C[C@H]1OC[C@H]2C[C@@H]21"}



No. 3
{"formula": "C6H10O", "method": "ωB97M-V/def2-TZVPD", "species": ["C", "C", "C", "C", "C", "C", "O", "H", "H", "H", "H", "H", "H", "H", "H", "H", "H"], "xyz": [[2.247, 0.123, 0.061], [0.772, -0.142, -0.002], [0.103, -1.236, 0.404], [-1.340, -1.204, 0.107], [-1.554, 0.173, -0.573], [-0.153, 0.866, -0.645], [-0.074, 2.156, -0.047], [2.451, 1.161, 0.348], [2.697, -0.024, -0.931], [2.754, -0.548, 0.762], [0.548, -2.068, 0.933], [-2.014, -1.332, 1.407], [-2.090, -1.954, 0.430], [-2.028, 0.183, -1.564], [-2.197, 0.730, 0.101], [0.143, 1.061, -1.686], [-0.264, 2.053, 0.895]], "forces_ev_per_a": [[-0.010, -0.062, -0.017], [-0.200, -0.407, -0.002], [0.053, -0.114, 0.169], [-1.053, 0.500, 2.932], [-0.444, -0.025, 0.400], [-0.147, -0.559, -0.139], [-0.187, -0.136, 0.247], [-0.087, -0.205, -0.003], [-0.047, 0.035, 0.143], [-0.085, 0.096, -0.096], [0.148, -0.017, -0.047], [1.746, 1.926, -1.019], [0.482, -1.010, -2.786], [0.078, -0.427, 0.328], [-0.122, 0.499, -0.185], [-0.162, -0.134, 0.174], [0.036, 0.039, -0.099]], "lowdin_charge": [-0.05, -0.25, -0.09, -0.15, -0.12, -0.34, -0.03, 0.08, 0.08, 0.08, 0.11, 0.18, 0.04, 0.11, 0.10, 0.15, 0.10], "e_tot_ha": -309.73242, "e_above_lowest_ev": 2.992, "orbital_gap_ev": 8.74}



No. 4
{"formula": "C6H10O", "method": "ωB97M-V/def2-TZVPD", "species": ["C", "C", "C", "C", "C", "C", "O", "H", "H", "H", "H", "H", "H", "H", "H", "H", "H"], "xyz": [[-1.970, 1.492, 0.804], [-0.909, 1.564, 0.005], [0.391, 0.845, 0.257], [0.477, -0.451, -0.557], [1.828, -1.173, -0.392], [-0.599, -1.439, -0.145], [-1.067, -1.501, 0.968], [-2.908, 1.981, 0.554], [-1.942, 0.910, 1.722], [-0.977, 2.126, -0.928], [0.498, 0.613, 1.322], [1.237, 1.485, -0.028], [0.333, -0.223, -1.622], [1.862, -1.722, 0.556], [2.654, -0.454, -0.388], [2.007, -1.885, -1.205], [-0.915, -2.167, -0.924]], "forces_ev_per_a": [[0.108, 0.028, -0.111], [-0.197, -0.001, 0.099], [0.016, 0.022, 0.075], [0.014, -0.034, -0.031], [0.123, -0.028, 0.013], [-0.152, -0.043, 0.334], [0.235, -0.025, -0.513], [0.176, -0.018, 0.023], [0.017, 0.109, -0.132], [0.004, -0.068, 0.140], [-0.049, 0.003, -0.131], [-0.121, -0.105, 0.055], [-0.017, -0.019, 0.118], [0.008, 0.120, -0.102], [-0.165, -0.075, -0.074], [-0.048, 0.061, 0.153], [0.048, 0.071, 0.084]], "lowdin_charge": [0.00, -0.19, -0.19, -0.35, -0.06, -0.24, 0.05, 0.05, 0.06, 0.10, 0.12, 0.11, 0.14, 0.09, 0.08, 0.08, 0.13], "e_tot_ha": -309.82077, "e_above_lowest_ev": 0.588, "orbital_gap_ev": 10.54, "smiles": "C=CC[C@@H](C)C=O"}



Number 1: LUMO energy 1.06 eV. Number 2: LUMO energy 1.12 eV. Number 3: LUMO energy 0.64 eV. Number 4: LUMO energy 1.02 eV.